A 10-piece molecular cluster, C52H131F6N9O17P overall at a distorted geometry, computed with ωB97M-V/def2-TZVPD.

```
216
Properties=species:S:1:pos:R:3:forces:R:3
H -1.790304 -3.563279 1.010435 0.4 0.0 -0.3
C -5.518483 2.653592 -4.524345 -0.5 -1.3 -0.7
H -1.796165 8.901652 2.769210 -0.8 -0.1 -0.9
O -4.004237 -0.659932 -4.518910 -0.9 -2.4 -2.6
P -0.337850 0.352115 -0.338734 1.2 -0.8 0.6
H -7.931363 -1.430219 -1.180036 0.1 -0.3 -0.1
H 2.668493 7.122042 7.247487 -0.1 -0.4 0.2
H 4.669924 1.762803 3.545119 0.0 0.4 0.0
O 9.634727 -2.160040 -4.925299 1.6 -0.7 -1.1
C 1.316001 4.132011 -1.662435 -0.1 0.7 -0.3
H -2.528554 -2.969648 6.460759 -0.6 -1.1 1.0
H -2.132787 5.410525 -0.162161 -0.3 0.1 1.1
C -4.000731 2.402914 -2.701972 0.2 0.2 -1.6
H -5.482871 -3.476806 -5.306883 0.5 -0.5 -0.4
C -8.232521 1.185223 -4.619688 -0.8 -0.1 0.9
H 1.899633 4.305619 -0.758367 -0.2 0.1 0.5
H -0.432150 8.049095 8.433660 0.8 0.3 0.4
H 1.869241 6.655094 -2.835128 0.0 0.0 0.2
H 0.699849 -3.785297 1.063350 -0.6 0.0 0.0
C 2.322092 7.045810 6.216811 -1.0 0.4 0.5
O 2.083066 4.544379 -2.767990 1.5 1.4 -0.3
H -8.847514 1.517196 -5.456160 -0.4 0.1 -0.2
C 8.913784 -0.986487 -4.710152 -0.8 -0.5 2.0
H -5.364176 1.384679 -6.223148 -0.1 -0.1 -0.2
H -3.145143 -2.110724 1.837731 -0.7 0.8 0.4
H -0.300847 -7.447322 -2.387675 -0.1 -0.2 -0.1
C 1.479204 3.925684 4.000809 -0.2 0.2 0.4
N 2.636741 -3.199646 1.542301 0.5 -0.7 -1.4
C -8.677326 -1.103124 -1.904349 0.8 -0.3 1.0
O 4.686260 -1.583313 0.769127 0.3 0.9 -0.9
H 5.248152 1.465731 1.860708 0.7 0.1 0.3
H -9.199499 -1.966743 -2.316174 0.0 -0.3 -0.3
C 1.244302 -4.695937 2.984145 0.6 1.0 -0.8
H -3.794447 -0.546053 0.191212 0.0 -0.4 0.1
H -9.084189 -0.738768 -4.481838 -0.4 -0.3 -0.4
N 6.729789 -0.529438 -3.782344 -1.1 -1.6 -0.3
O -0.045783 7.372404 6.553785 -1.3 -0.2 -0.4
O 4.727206 0.829705 -2.379855 2.0 0.0 0.3
C -2.306003 -2.392191 2.473900 -0.4 0.7 -1.2
O -1.235313 7.110140 1.674139 -0.9 0.3 -0.7
H -6.423992 -4.567017 -0.180188 0.4 0.2 -0.5
F 0.470563 -0.642087 -1.336376 0.3 0.3 -0.1
H 3.282354 0.924564 0.971368 0.5 -0.4 0.0
H 2.588811 -6.467552 4.269333 -0.2 0.5 0.3
H 4.118574 -1.454838 -1.179351 -0.8 -0.2 -0.4
H -4.712217 3.160374 -5.054626 0.1 0.6 0.2
O -0.104748 -4.108853 -2.821845 0.4 -1.5 -0.5
H 0.758295 6.587251 8.275842 0.6 0.8 0.4
H -8.131390 2.053239 -3.968209 0.5 0.0 0.0
H -3.428884 1.637516 -2.177324 -0.6 0.0 0.2
C 1.549563 -6.415641 -1.893870 -1.1 -0.4 0.1
H -1.870442 -3.205342 -3.282034 -0.3 0.0 -0.4
C 1.557636 5.448082 4.431654 -0.6 -1.3 0.6
H 3.099634 -2.902257 6.411948 -1.4 0.0 -0.4
H -4.369164 0.849925 -0.580238 -0.4 0.2 0.4
H 4.522305 -3.113134 -0.599834 0.3 -0.2 -0.4
H -1.084282 -3.982609 6.166955 -0.1 -0.1 -0.1
H 1.233412 -6.380317 -0.851325 0.1 0.4 0.1
N 2.013701 5.628296 5.882443 1.1 0.9 -2.0
H -0.982214 -5.371718 -1.506658 0.1 -0.2 0.5
C -4.670597 -0.168718 -0.336124 1.5 1.3 -0.3
H 2.134043 5.965522 3.664770 0.4 0.4 0.6
C -1.166699 8.012556 2.732075 1.1 1.4 0.7
H 2.026428 -3.171044 -0.491071 -0.2 0.2 -0.4
H -3.645572 -2.706578 4.156764 0.0 -0.9 0.0
C -5.750365 -5.353834 0.159285 0.9 0.8 1.0
H 6.261002 0.399726 4.837063 -0.1 -0.3 0.5
H -2.127454 -0.704124 -3.652215 0.0 -0.1 0.0
H 2.100640 -5.512590 -2.156353 -0.2 0.1 0.0
H -6.715049 -3.088230 -3.720931 -0.9 0.3 0.7
H 6.971792 0.647221 3.289150 0.5 0.5 -0.1
C -4.394175 -1.642516 -5.553547 0.7 -0.5 2.9
C 1.928221 -1.074839 4.751923 -0.2 0.5 -1.9
O -1.679142 -2.597682 4.812560 1.2 0.1 -1.3
H 3.179005 7.438235 5.669260 -0.2 -0.2 -0.5
H -5.852914 -2.415447 -0.750839 -0.6 0.3 -0.1
C 0.242077 -6.583883 -2.772131 1.8 0.8 2.6
H -0.889514 6.451281 8.103186 -0.4 -0.1 -0.3
H 7.493556 1.361267 -4.145459 0.1 0.1 -0.2
H -5.865656 -5.320801 1.242675 -0.1 -0.3 0.2
H 1.329011 5.224281 6.505400 -0.1 0.2 -0.1
H -9.402869 -0.556820 -1.301642 -0.3 0.5 -0.1
H 0.219541 6.049263 0.034904 0.4 -0.7 0.0
H 3.598470 2.384567 -1.471491 0.2 -0.2 0.4
H -2.433202 -5.864885 0.465516 0.0 0.6 -0.8
C -3.387908 -5.560246 0.894268 -0.8 -0.1 -0.1
H 2.232086 -7.264608 -1.932597 -0.1 -0.1 -0.5
H 11.703181 -1.770166 -5.408812 -0.3 0.6 0.0
H -4.057736 -2.831497 -3.255649 0.2 0.3 0.4
C 2.580054 -2.540571 0.204698 1.1 1.5 0.3
C 6.342618 -0.047020 3.846178 1.3 0.9 -0.5
H -4.304391 3.267665 -2.111976 -0.7 -0.4 0.6
N 2.400662 -0.134143 2.522744 0.6 1.4 -1.3
N -1.983292 -3.703035 1.991927 -0.1 -0.9 -1.0
H -1.617556 -5.603526 -3.052386 -0.2 0.4 -0.8
H -0.558564 -2.114675 -2.885314 0.1 -0.2 0.5
H 0.793371 8.115785 5.039224 0.6 0.3 -0.3
H -4.122597 -4.103117 2.169327 -0.1 0.6 0.3
H 3.011106 0.612955 -1.494894 -0.4 0.7 0.4
O -4.817005 -0.782781 -1.592963 -0.5 -1.1 1.5
C -5.024545 -2.862125 -2.753210 -0.2 0.4 0.6
C -0.047325 4.801791 -1.688857 -0.5 0.7 0.9
H 0.522082 5.786762 4.399707 -0.1 0.3 -0.4
H -4.344465 -1.321121 -6.593901 -0.9 0.8 0.0
H 1.612922 -0.039027 1.897829 0.1 -0.7 -0.2
H -2.619762 8.150019 0.446597 -0.7 -0.7 0.3
C 11.041732 -2.167961 -4.639161 -1.0 -0.8 0.6
H -3.265939 2.877287 -3.352474 0.3 -0.1 -0.5
C -8.951855 0.113813 -3.815737 1.6 -0.8 -1.1
H -6.148778 -6.300679 -0.205230 0.6 -0.3 -0.3
C 2.088454 -6.887786 3.396898 0.7 0.9 0.1
H 4.590546 -2.532509 5.957339 0.6 0.7 -0.4
H 8.178249 -1.194864 -2.512490 1.0 0.2 0.2
H -2.734349 0.686572 -4.586840 1.4 0.4 0.0
H -2.983557 -1.207138 4.023166 0.5 0.5 0.2
C -0.671492 -5.399252 -2.551067 -0.3 0.9 1.0
H 2.384669 3.340705 4.162144 0.5 0.6 -0.3
C -6.166552 1.775639 -5.597498 0.5 -0.2 0.3
H 1.197454 -7.404296 3.753900 -0.5 0.4 -0.3
C 1.277718 -3.512891 1.946492 -0.1 -0.8 0.9
N 0.643964 -6.782339 -4.102685 0.0 0.0 -1.9
H 0.804442 0.434815 3.745115 -0.4 0.1 0.0
O -5.030710 1.810175 -3.530875 0.8 0.8 1.4
H -1.315208 7.621520 3.738626 -0.1 -1.0 -0.3
C -2.615260 -0.396856 -4.577273 -0.7 1.7 0.8
C -4.994550 -2.168037 -1.375407 0.7 -0.1 -2.2
H -1.458615 -3.105802 -1.621779 0.3 0.4 0.4
F -1.628305 -0.535324 -0.479578 -0.9 -1.3 -0.7
C -0.088456 7.162310 7.901127 -1.3 -1.2 1.2
H 2.991621 1.629520 -2.948565 -0.6 0.3 0.1
C -2.687891 -2.249831 3.907058 -0.7 0.7 0.3
C 1.850765 0.133628 3.796063 -0.3 -0.3 2.5
H -0.192737 3.514487 1.178597 -0.2 0.4 -0.2
H -2.621671 -4.368705 5.279273 -0.1 -0.2 0.2
F -0.735741 1.216124 -1.661186 0.1 0.6 1.2
H 0.895937 -2.612349 2.427513 -0.5 -0.2 -0.1
H -1.072729 8.374470 -0.083810 1.0 -0.2 0.3
H 11.194722 -1.759123 -3.640396 0.3 0.6 -0.1
H -6.820847 2.444167 -6.157025 0.1 0.3 -0.6
H -4.173285 -2.678581 -0.872438 0.5 0.5 0.4
C -1.680019 7.601057 0.386451 -0.2 -1.7 -0.3
H 7.560199 0.874836 -2.496076 0.2 0.0 0.6
C 6.934850 0.813310 -3.386719 1.0 0.8 0.9
O 5.158431 -0.187117 3.188055 -1.9 0.8 -1.4
C -2.006210 -3.593138 5.735131 -0.2 1.2 0.2
H 5.960851 -0.921656 -3.257951 -0.3 0.2 0.1
C 3.223605 1.030951 2.054576 -0.3 -1.9 0.0
H 3.136631 6.076722 -1.686791 -0.3 -0.1 0.3
H 1.160143 9.049177 6.459838 0.4 0.0 0.5
O -4.360666 -5.031722 -0.133285 0.5 -0.9 0.9
N -0.260124 5.986515 -0.851706 -0.2 1.1 0.5
H 6.939095 -0.958788 3.814791 -0.5 -0.4 0.5
C 5.663941 1.541129 -3.188026 -2.5 0.6 -1.0
H 3.415068 5.984231 -3.408778 -0.1 -0.1 -0.1
H 1.146250 -1.751612 4.407532 0.5 -1.0 -0.3
H -0.604381 4.826777 2.359714 0.0 0.1 0.0
H 1.137880 -5.940206 -4.361442 0.6 0.1 -0.2
H 0.267805 -4.944908 3.399575 -0.5 -0.1 -0.8
C -0.203310 3.822341 2.224161 -1.2 -0.7 -0.4
H -0.839603 3.060764 2.674976 -0.5 0.1 0.4
F 1.001833 1.212299 0.008831 -0.5 1.2 -1.3
C 2.642065 5.910619 -2.643830 -0.5 -1.7 -0.5
H 2.797613 -7.679250 3.154457 -0.1 0.2 -1.1
C 7.896444 -1.353587 -3.553392 0.6 1.1 -0.7
H 11.322181 -3.215451 -4.528694 -0.1 -0.1 -0.2
H 1.126982 3.060392 -1.725777 0.4 0.0 -0.3
H 6.468990 -1.971488 -0.013704 0.7 -0.2 -0.1
C -1.017483 -3.066469 -2.617750 -0.7 -0.2 -0.6
H -2.037209 -0.734946 -5.437314 -0.4 -0.2 -0.2
F 0.238004 -0.560689 0.888738 -1.3 -1.1 0.5
H -5.158774 -3.903089 -2.459172 -0.3 -0.5 -0.5
H 1.526994 -0.822745 5.733537 0.8 0.3 0.5
H 6.535629 -0.726424 1.224527 -0.4 0.1 0.1
H -6.566748 -2.194849 -5.574297 0.1 0.5 -0.6
C 3.616245 -2.044395 5.981509 1.3 -0.6 -0.4
H -2.883472 -5.045623 3.038243 -1.0 -1.1 0.0
O 1.907718 -5.847395 2.390454 -0.4 -0.9 1.8
N -6.041119 -2.336355 -3.696253 0.4 -1.0 2.1
C -3.153689 -4.594952 2.083265 0.4 -0.4 -0.1
H 3.630617 -1.260525 6.738775 0.0 0.3 0.0
H -3.775411 -6.532945 1.197282 -0.3 0.1 0.5
H -1.544297 -1.675549 2.166749 0.4 -0.2 0.4
H 5.711149 2.607382 -2.966704 0.6 0.0 1.0
H -2.254785 6.436523 -1.451035 0.3 0.7 -0.4
H -0.170373 8.454486 2.743414 0.4 0.1 0.1
H 5.264830 1.638711 -4.197625 -0.6 -0.4 -0.5
H 1.728028 -4.308012 3.880593 1.0 -0.3 0.1
C -5.645159 -2.431838 -5.042684 0.2 0.5 -2.7
C -1.662390 6.316651 -0.543956 0.5 0.4 -0.1
H 2.575621 1.904758 2.122994 0.7 0.7 0.7
F -1.221538 1.186090 0.738865 0.5 1.2 -0.5
N -6.965199 0.652684 -5.096894 -0.1 1.1 -0.6
H 6.001938 -0.377307 -0.448887 -0.6 0.5 0.0
C 4.642347 1.092190 2.686272 -0.6 -0.9 0.4
H -3.581443 -2.368569 -5.574304 0.2 -0.3 0.2
H -0.183036 -6.689582 -4.675030 -0.3 -0.4 -0.4
H -7.245574 0.236855 -5.973581 0.2 -0.9 -0.1
O 3.287052 -1.562974 4.677487 -1.8 -0.7 2.5
C 4.014279 -2.176720 -0.369335 -0.5 -0.4 2.8
H -5.504077 -0.158977 0.366253 -0.6 -0.3 -0.4
H -0.248474 5.239353 -2.666701 0.0 -0.9 -0.5
C 5.958372 -1.090206 0.374510 0.1 -1.4 0.0
C 1.068679 8.027853 6.090211 1.1 -1.2 -1.8
H -0.727992 3.983263 -1.454766 -0.7 0.1 0.0
H 2.088583 -1.581430 0.367795 -0.2 -0.3 -0.3
H -6.319316 3.330510 -4.226756 0.3 0.6 0.7
C 3.505058 1.439260 -2.006070 0.2 -0.7 -1.4
O -8.002965 -0.342417 -2.857721 -1.8 0.8 0.5
H 2.360511 0.928614 4.340354 0.3 0.4 -0.2
H 0.834042 3.495386 4.766778 -0.8 -0.4 -0.3
H -9.950557 0.361242 -3.455917 0.1 0.4 0.5
O 1.088517 3.632886 2.639660 2.5 0.8 1.9
H 7.754989 -2.433549 -3.595511 -0.6 0.1 -0.6
H 8.242178 -0.714895 -5.524585 0.3 -0.3 -0.5
H 2.990595 -4.109052 1.281788 0.7 -0.5 0.4
H 9.569577 -0.135906 -4.524295 0.1 0.1 0.3
```
Positions in Å, forces in eV/Å.

Calculated values
* charge: -1
* E_HOMO: -5.3 eV
* Kohn-Sham gap: 7.45 eV